[1]
{"formula": "C21H23N7OPtSe", "method": "wB97M-V/def2-TZVPD", "total_energy_ev": -103220.63200, "gap_ev": [6.6, 6.5], "relative_energy_kj_mol": 55.8, "charge": 0, "spin_multiplicity": 3, "species": ["Pt", "C", "N", "C", "C", "N", "C", "C", "C", "C", "C", "C", "N", "C", "N", "C", "C", "C", "C", "C", "C", "N", "H", "H", "H", "H", "H", "H", "H", "H", "H", "H", "H", "H", "H", "H", "H", "Se", "N", "C", "N", "C", "C", "O", "C", "C", "H", "H", "H", "H", "H", "H", "H", "H"], "xyz": [[0.8721, 0.7601, -0.3816], [-1.1687, -2.2977, -0.9049], [-0.3613, -1.8405, -2.0035], [0.8386, -2.5638, -2.3280], [2.0694, -2.2378, -1.5380], [2.3241, -1.1212, -0.9172], [3.5968, -1.2415, -0.4044], [4.3682, -0.3660, 0.3522], [5.6248, -0.7912, 0.7344], [6.1262, -2.0423, 0.3670], [5.3822, -2.9193, -0.3979], [4.1158, -2.5022, -0.7680], [3.1140, -3.1151, -1.4817], [-0.8230, -1.8446, 0.4895], [-0.0204, -0.8785, 0.8442], [-0.0977, -0.7723, 2.2163], [0.5443, 0.0827, 3.1051], [0.2525, -0.0577, 4.4473], [-0.6606, -1.0109, 4.9043], [-1.3085, -1.8644, 4.0354], [-1.0091, -1.7369, 2.6906], [-1.4479, -2.4015, 1.5712], [-2.1894, -1.9391, -1.1048], [-1.2123, -3.3942, -0.9200], [-0.1758, -0.8390, -1.9242], [0.6505, -3.6428, -2.2645], [1.0611, -2.3386, -3.3812], [3.9864, 0.6064, 0.6221], [6.2430, -0.1407, 1.3364], [7.1171, -2.3317, 0.6867], [5.7664, -3.8818, -0.7012], [3.1640, -4.0170, -1.9260], [1.2300, 0.8341, 2.7364], [0.7326, 0.5867, 5.1705], [-0.8710, -1.0856, 5.9611], [-2.0238, -2.5895, 4.3899], [-2.1325, -3.1377, 1.5507], [1.6111, 2.9010, -0.3310], [-1.2037, 0.9572, -1.5051], [-1.8912, 1.8874, -1.5501], [-2.7466, 2.8732, -1.5519], [-3.1990, 3.4553, -2.8021], [-4.6217, 3.9826, -2.5928], [-4.6804, 4.8972, -1.5240], [-4.2531, 4.2952, -0.3226], [-2.8094, 3.7922, -0.4255], [-3.1826, 2.6905, -3.5804], [-2.5407, 4.2861, -3.0934], [-5.2963, 3.1330, -2.4006], [-4.9600, 4.5215, -3.4784], [-4.9125, 3.4472, -0.0737], [-4.3408, 5.0554, 0.4548], [-2.5279, 3.2592, 0.4838], [-2.1232, 4.6385, -0.5711]]}

---

[2]
{"formula": "C21H23NO", "method": "wB97M-V/def2-TZVPD", "total_energy_ev": -25687.33979, "gap_ev": 9.5, "relative_energy_kj_mol": 101.1, "charge": 0, "smiles": "C=CCC(CC=C)(NC(=O)c1ccccc1C)c1ccccc1", "species": ["C", "C", "C", "H", "H", "C", "N", "C", "O", "C", "C", "C", "C", "C", "C", "C", "H", "H", "H", "H", "H", "H", "H", "H", "C", "C", "C", "C", "C", "C", "H", "H", "H", "H", "H", "C", "C", "C", "H", "H", "H", "H", "H", "H", "H", "H"], "xyz": [[-1.4772, -3.9274, -1.2340], [-0.7869, -2.8040, -1.2993], [-1.4017, -1.4413, -1.3341], [-2.4873, -1.5337, -1.3957], [-1.0576, -0.9122, -2.2268], [-1.0674, -0.5640, -0.0958], [0.3617, -0.2644, -0.1399], [1.0008, 0.7831, 0.4357], [0.4531, 1.7031, 1.0059], [2.4955, 0.6740, 0.3401], [3.1993, 0.7639, 1.5366], [4.5766, 0.6563, 1.5569], [5.2631, 0.4733, 0.3685], [4.5694, 0.4135, -0.8261], [3.1831, 0.5119, -0.8641], [2.4807, 0.4696, -2.1903], [1.5497, 1.0289, -2.1567], [2.2577, -0.5583, -2.4813], [3.1156, 0.8984, -2.9631], [5.1117, 0.2933, -1.7536], [6.3400, 0.3905, 0.3699], [5.1117, 0.7206, 2.4922], [2.6462, 0.9197, 2.4510], [0.9422, -1.0180, -0.4727], [-1.8764, 0.7120, -0.2399], [-3.0178, 0.9605, 0.5089], [-3.7552, 2.1150, 0.3069], [-3.3706, 3.0355, -0.6499], [-2.2435, 2.7885, -1.4143], [-1.5120, 1.6343, -1.2156], [-0.6353, 1.4570, -1.8217], [-1.9324, 3.4973, -2.1678], [-3.9433, 3.9387, -0.8001], [-4.6356, 2.2939, 0.9070], [-3.3392, 0.2645, 1.2659], [-1.3772, -1.3745, 1.1788], [-1.3098, -0.5847, 2.4528], [-1.9801, -0.9048, 3.5440], [-1.8968, -0.3311, 4.4506], [-2.6413, -1.7571, 3.5787], [-0.6638, 0.2798, 2.4428], [-0.6364, -2.1815, 1.2325], [-2.3541, -1.8528, 1.0822], [0.2950, -2.8474, -1.3472], [-1.0002, -4.8925, -1.2211], [-2.5541, -3.9276, -1.1968]]}

---

[3]
{"formula": "C21H24AgN2O2P", "method": "wB97M-V/def2-TZVPD", "total_energy_ev": -42529.43814, "gap_ev": 7.4, "charge": 0, "species": ["Ag", "O", "C", "N", "C", "O", "C", "C", "C", "C", "N", "C", "H", "H", "H", "H", "H", "H", "H", "H", "C", "C", "C", "C", "C", "C", "H", "H", "H", "H", "H", "C", "P", "C", "C", "C", "C", "C", "C", "C", "H", "H", "H", "H", "H", "H", "H", "H", "H", "H", "H"], "xyz": [[1.9748, 1.1103, 0.6127], [-5.2104, -2.8637, 1.6099], [-4.1862, -2.6867, 2.5599], [-2.9517, -2.2141, 1.9738], [-2.2678, -3.0693, 1.1607], [-2.6049, -4.2332, 1.0136], [-1.0575, -2.5198, 0.4785], [-0.5597, -3.1987, -0.6322], [0.5596, -2.7000, -1.2669], [1.1468, -1.5463, -0.7668], [0.6819, -0.8936, 0.2977], [-0.3978, -1.3752, 0.9061], [-4.9763, -3.6545, 1.1088], [-3.9758, -3.6273, 3.0710], [-4.5386, -1.9501, 3.2793], [-2.8594, -1.2291, 1.7782], [-1.0593, -4.0998, -0.9600], [0.9885, -3.1879, -2.1303], [2.0366, -1.1224, -1.2204], [-0.7322, -0.8252, 1.7778], [6.6684, 0.2804, -0.7500], [5.8899, -0.7347, -0.2222], [4.5985, -0.4632, 0.2114], [4.0259, 0.8202, 0.1442], [4.8550, 1.8188, -0.3944], [6.1465, 1.5606, -0.8332], [7.6771, 0.0789, -1.0909], [6.2915, -1.7387, -0.1441], [4.0221, -1.2860, 0.6274], [4.4912, 2.8389, -0.4733], [6.7525, 2.3620, -1.2405], [-0.4483, 4.2510, 0.1365], [0.0908, 2.5406, -0.2211], [0.5348, 2.6528, -1.9805], [-1.4977, 1.6502, -0.2479], [-1.9103, 0.8726, -1.3243], [-3.1006, 0.1592, -1.2706], [-3.9110, 0.2350, -0.1504], [-3.5102, 1.0172, 0.9257], [-2.3074, 1.6982, 0.8847], [-0.8360, 4.3191, 1.1517], [-1.2234, 4.5751, -0.5604], [0.4066, 4.9233, 0.0621], [-0.2961, 2.9907, -2.6027], [0.9076, 1.6962, -2.3449], [1.3563, 3.3647, -2.0687], [-1.2998, 0.7999, -2.2140], [-3.3957, -0.4513, -2.1140], [-4.8406, -0.3159, -0.0994], [-4.1416, 1.0918, 1.8023], [-2.0066, 2.2792, 1.7501]]}

---

[4]
{"formula": "C21H24BCoN9OS", "method": "wB97M-V/def2-TZVPD", "total_energy_ev": -86767.37511, "gap_ev": [8.3, 8.4], "relative_energy_kj_mol": 0.0, "charge": 0, "spin_multiplicity": 2, "species": ["Co", "C", "C", "C", "C", "N", "N", "B", "N", "C", "C", "C", "C", "N", "N", "C", "C", "C", "C", "N", "N", "C", "C", "C", "C", "N", "H", "H", "H", "H", "H", "H", "H", "H", "H", "H", "H", "H", "H", "H", "H", "H", "H", "H", "H", "H", "O", "N", "C", "C", "C", "C", "C", "S", "H", "H", "H", "H"], "xyz": [[-0.7318, 0.5160, -0.5441], [-2.5504, 1.3067, 2.5347], [-1.3239, 2.1022, 2.2353], [-0.7448, 3.1265, 3.0004], [0.3654, 3.5236, 2.2904], [0.4247, 2.7785, 1.1720], [-0.6065, 1.9009, 1.1368], [1.4330, 2.6493, 0.0265], [2.0059, 1.2022, 0.0392], [3.1997, 0.7357, 0.4365], [3.2071, -0.6325, 0.2721], [1.9358, -0.9458, -0.2255], [1.3981, -2.2860, -0.6003], [1.2215, 0.1699, -0.3426], [0.6832, 2.8340, -1.3264], [0.8642, 3.8056, -2.2317], [0.0271, 3.5651, -3.2968], [-0.6616, 2.3931, -2.9639], [-1.6765, 1.6768, -3.7903], [-0.2653, 1.9729, -1.7611], [2.5769, 3.6505, 0.0738], [3.7025, 3.6122, -0.6834], [4.3259, 4.8277, -0.5767], [3.4914, 5.5803, 0.2786], [3.6784, 6.9843, 0.7571], [2.4396, 4.8716, 0.6483], [-2.9445, 1.5774, 3.5131], [-2.3236, 0.2408, 2.5424], [-3.3237, 1.4833, 1.7860], [-1.0949, 3.5179, 3.9402], [1.1005, 4.2851, 2.4740], [3.9638, 1.4044, 0.7928], [4.0153, -1.3135, 0.4746], [2.2178, -2.9642, -0.8327], [0.7462, -2.2130, -1.4704], [0.8097, -2.7086, 0.2128], [1.5770, 4.5942, -2.0575], [-0.0715, 4.1424, -4.1995], [-1.5392, 1.9324, -4.8400], [-2.6901, 1.9579, -3.5026], [-1.5909, 0.5977, -3.6780], [3.9676, 2.7321, -1.2450], [5.2485, 5.1351, -1.0392], [4.5593, 7.4315, 0.2990], [3.8057, 7.0133, 1.8396], [2.8126, 7.5978, 0.5081], [-1.0783, -1.0535, 0.5107], [-2.3336, -1.4857, 0.6051], [-2.5466, -2.5659, 1.3900], [-3.8007, -3.0784, 1.5546], [-4.8686, -2.4608, 0.8918], [-4.6300, -1.3686, 0.1013], [-3.3299, -0.8531, -0.0564], [-2.9374, 0.5016, -1.0177], [-1.6527, -2.9508, 1.8562], [-3.9432, -3.9391, 2.1902], [-5.8749, -2.8403, 1.0051], [-5.4283, -0.8640, -0.4235]]}